(1)
A cluster of 4 separate species, C53H43NO9Si in total. Source: the OMol25 dataset; level of theory: the ωB97M-V functional and the def2-TZVPD basis.

The calculation puts the LUMO energy at -0.0470 Ha. The calculation puts the energy at -83454.57756 eV. The structure (SMILES) is O=C1c2ccccc2C(=O)c2ccccc21.O=C1c2ccccc2C(=O)c2ccccc21.O=C1c2ccccc2C(=O)c2ccccc21.CC[Si@H](COCOCCO)c1cccnc1.

Positions of all 107 atoms, in Å:
C  -6.956  -2.606  -0.177
C  -5.628  -1.916  -0.613
Si  -4.131  -2.944  -0.098
C  -3.427  -2.168  1.514
O  -2.115  -1.637  1.309
C  -1.991  -0.289  1.533
O  -2.493  0.443  0.432
C  -1.531  1.243  -0.227
C  -2.132  1.684  -1.545
O  -1.935  3.047  -1.816
C  -2.762  -2.895  -1.386
C  -2.339  -1.667  -1.937
C  -1.280  -1.706  -2.855
C  -0.698  -2.909  -3.212
N  -1.111  -4.068  -2.722
C  -2.105  -4.034  -1.842
H  -6.785  -3.379  0.563
H  -7.632  -1.867  0.232
H  -7.411  -3.072  -1.042
H  -5.615  -1.825  -1.694
H  -5.513  -0.944  -0.149
H  -4.460  -4.355  0.211
H  -4.091  -1.384  1.873
H  -3.341  -2.923  2.294
H  -0.936  -0.062  1.673
H  -2.537  0.039  2.421
H  -0.627  0.656  -0.395
H  -1.316  2.118  0.377
H  -3.199  1.478  -1.478
H  -1.757  1.067  -2.356
H  -1.285  3.111  -2.516
H  -2.807  -0.740  -1.657
H  -0.907  -0.786  -3.283
H  0.115  -2.895  -3.919
H  -2.422  -4.992  -1.455
C  0.651  6.337  -6.413
C  1.430  6.300  -7.564
C  2.070  5.129  -7.933
C  1.943  3.992  -7.147
C  1.177  4.034  -5.982
C  0.525  5.208  -5.623
C  1.057  2.839  -5.101
O  0.382  2.875  -4.097
C  1.791  1.604  -5.489
C  1.749  0.479  -4.663
C  2.414  -0.678  -5.027
C  3.125  -0.731  -6.222
C  3.180  0.382  -7.041
C  2.524  1.550  -6.679
C  2.625  2.739  -7.572
O  3.247  2.689  -8.611
H  0.146  7.251  -6.130
H  1.535  7.186  -8.175
H  2.672  5.090  -8.830
H  -0.074  5.232  -4.725
H  1.201  0.509  -3.731
H  2.378  -1.539  -4.373
H  3.637  -1.639  -6.509
H  3.734  0.352  -7.969
C  -0.779  5.121  1.845
C  -0.252  4.606  0.665
C  1.120  4.579  0.474
C  1.969  5.074  1.455
C  1.437  5.608  2.631
C  0.061  5.621  2.825
C  2.323  6.183  3.683
O  1.863  6.640  4.708
C  3.793  6.184  3.435
C  4.637  6.759  4.376
C  6.005  6.758  4.170
C  6.539  6.177  3.024
C  5.702  5.607  2.080
C  4.327  5.614  2.277
C  3.442  5.020  1.236
O  3.907  4.510  0.238
H  -1.851  5.134  1.997
H  -0.911  4.223  -0.104
H  1.539  4.175  -0.438
H  -0.342  6.027  3.743
H  4.215  7.205  5.266
H  6.661  7.210  4.902
H  7.609  6.173  2.867
H  6.109  5.156  1.185
C  -1.052  -2.983  4.462
C  -0.262  -3.227  3.344
C  0.202  -4.505  3.087
C  -0.113  -5.544  3.954
C  -0.890  -5.294  5.088
C  -1.365  -4.012  5.333
C  -1.210  -6.382  6.055
O  -1.891  -6.167  7.036
C  -0.663  -7.742  5.784
C  -0.904  -8.762  6.696
C  -0.415  -10.034  6.455
C  0.312  -10.296  5.298
C  0.559  -9.282  4.388
C  0.080  -8.001  4.630
C  0.382  -6.917  3.652
O  1.014  -7.146  2.643
H  -1.421  -1.984  4.655
H  -0.017  -2.419  2.669
H  0.808  -4.705  2.215
H  -1.974  -3.829  6.207
H  -1.473  -8.551  7.590
H  -0.601  -10.826  7.168
H  0.688  -11.292  5.109
H  1.126  -9.476  3.489


(2)
A structure of composition C53H44AlBrF3N2O2PSbSe. Source: the OMol25 dataset; level of theory: the ωB97M-V functional and the def2-TZVPD basis.

The calculation puts the LUMO energy (spin up / spin down) at -0.1399 / -0.1399 Ha. The energy above the lowest of the compared OMol25 structures with the same formula, charge and spin is 0.00 kcal/mol. The calculation puts the energy at -228709.53082 eV. As for the total charge: +1.

Positions of all 109 atoms, in Å:
Al  0.043  -0.264  1.075
O  -2.204  -4.714  -0.433
C  -0.852  -4.770  -0.579
C  -0.164  -5.961  -0.458
C  1.251  -5.944  -0.572
C  1.914  -4.751  -0.735
C  1.169  -3.564  -0.772
C  -0.186  -3.534  -0.584
C  -1.015  -2.280  -0.327
O  -0.247  -1.122  -0.399
N  -1.639  -2.334  1.057
N  -1.021  -1.580  2.049
C  -1.758  -1.413  3.174
C  -1.234  -0.825  4.363
Br  0.641  -0.384  4.557
C  -2.083  -0.582  5.421
C  -3.501  -0.341  5.357
C  -4.131  -0.450  6.643
C  -5.451  -0.174  6.812
C  -6.232  0.137  5.660
C  -5.661  0.219  4.415
C  -4.264  0.002  4.254
H  -2.627  -5.571  -0.634
H  -0.694  -6.883  -0.247
H  1.823  -6.871  -0.567
H  3.003  -4.700  -0.775
H  1.689  -2.614  -0.986
H  -1.899  -2.302  -0.995
H  -1.893  -3.276  1.343
H  -2.782  -1.816  3.220
H  -1.658  -0.555  6.411
H  -3.486  -0.787  7.434
H  -5.981  -0.314  7.784
H  -7.286  0.347  5.768
H  -6.274  0.453  3.550
H  -3.855  0.209  3.270
Se  -1.052  1.823  1.545
C  -2.781  2.002  0.715
C  -3.144  3.318  0.519
C  -4.375  3.645  -0.050
C  -5.265  2.653  -0.417
C  -4.884  1.326  -0.239
C  -3.636  0.984  0.288
H  -2.515  4.146  0.827
H  -4.577  4.704  -0.265
H  -6.233  2.944  -0.837
H  -5.544  0.545  -0.524
H  -3.393  -0.060  0.450
F  -3.720  4.329  -7.049
C  -3.023  3.593  -6.126
C  -3.353  3.703  -4.756
C  -2.560  2.976  -3.876
C  -1.432  2.243  -4.303
C  -1.175  2.132  -5.678
C  -1.965  2.805  -6.603
Sb  -0.065  1.309  -2.850
C  0.187  -0.573  -4.016
C  1.367  -1.300  -3.973
C  1.479  -2.554  -4.585
C  0.347  -3.056  -5.263
F  0.345  -4.302  -5.857
C  -0.835  -2.355  -5.326
C  -0.921  -1.099  -4.702
C  1.765  2.427  -3.487
C  2.019  3.498  -2.652
C  3.203  4.246  -2.726
C  4.178  3.844  -3.626
F  5.303  4.621  -3.820
C  3.963  2.669  -4.410
C  2.746  2.003  -4.377
H  -4.212  4.299  -4.398
H  -2.800  3.021  -2.804
H  -0.409  1.461  -6.037
H  -1.737  2.726  -7.657
H  2.226  -0.801  -3.552
H  2.396  -3.141  -4.505
H  -1.695  -2.788  -5.825
H  -1.849  -0.489  -4.643
H  1.264  3.765  -1.911
H  3.274  5.161  -2.121
H  4.698  2.315  -5.123
H  2.618  1.153  -5.036
C  3.264  0.715  0.025
P  2.473  0.051  1.552
C  3.642  -1.312  1.934
C  3.281  -2.676  1.931
C  4.226  -3.672  2.030
C  5.560  -3.389  2.332
C  5.927  -2.013  2.421
C  4.982  -1.015  2.157
C  2.899  1.319  2.798
C  2.638  2.679  2.519
C  3.020  3.666  3.368
C  3.527  3.364  4.597
C  3.716  2.010  4.956
C  3.402  1.009  4.058
H  4.072  1.378  0.356
H  2.579  1.341  -0.594
H  3.640  -0.120  -0.578
H  2.206  -2.934  1.943
H  3.851  -4.699  1.878
H  6.303  -4.165  2.457
H  6.956  -1.728  2.651
H  5.343  0.033  2.176
H  2.256  2.975  1.541
H  2.937  4.717  3.044
H  3.868  4.184  5.259
H  4.110  1.745  5.952
H  3.634  -0.022  4.341


(3)
A structure of composition C53H45N2O2PtS5. Source: the OMol25 dataset; level of theory: the ωB97M-V functional and the def2-TZVPD basis.

The calculation puts the LUMO energy at -0.1667 Ha. The energy above the lowest of the compared OMol25 structures with the same formula, charge and spin is 57.06 kcal/mol. The calculation puts the energy at -120184.33379 eV. As for the total charge: +1.

Positions of all 108 atoms, in Å:
Pt  1.046  -0.579  -0.248
C  -5.936  -1.373  -0.537
C  -4.799  -1.985  0.293
C  -5.313  -3.228  1.032
C  -4.355  -0.962  1.338
C  -3.655  -2.394  -0.632
C  -3.919  -3.290  -1.683
C  -2.932  -3.722  -2.535
C  -1.637  -3.246  -2.349
S  -0.220  -3.596  -3.282
C  0.677  -2.539  -2.272
N  0.011  -1.982  -1.280
C  -1.342  -2.354  -1.316
C  -2.364  -1.932  -0.458
C  2.037  -2.146  -2.448
C  2.894  -2.726  -3.388
C  4.186  -2.271  -3.490
C  4.603  -1.245  -2.645
C  3.750  -0.674  -1.717
C  2.421  -1.098  -1.581
H  -6.696  -0.949  0.122
H  -6.426  -2.115  -1.167
H  -5.563  -0.579  -1.188
H  -6.163  -2.967  1.665
H  -4.532  -3.652  1.665
H  -5.638  -4.002  0.337
H  -5.206  -0.677  1.957
H  -3.967  -0.051  0.872
H  -3.586  -1.362  1.999
H  -4.925  -3.660  -1.829
H  -3.158  -4.416  -3.333
H  -2.116  -1.262  0.339
H  2.547  -3.534  -4.022
H  4.868  -2.707  -4.207
H  5.620  -0.881  -2.713
H  4.134  0.106  -1.082
S  -1.345  -1.415  4.014
C  -0.556  -2.799  3.366
C  -0.394  -4.054  3.954
C  0.321  -5.001  3.258
C  0.878  -4.705  2.005
C  0.717  -3.469  1.424
C  -0.023  -2.499  2.111
N  -0.278  -1.197  1.681
C  -0.914  -0.514  2.580
C  -1.327  0.908  2.536
C  -1.539  1.519  3.778
C  -1.958  2.828  3.930
C  -2.125  3.623  2.814
C  -1.899  3.067  1.565
C  -1.554  1.730  1.431
H  -0.809  -4.271  4.928
H  0.469  -5.981  3.689
H  1.453  -5.462  1.490
H  1.174  -3.237  0.475
H  -1.343  0.951  4.676
H  -2.112  3.225  4.923
H  -2.394  4.666  2.899
H  -1.929  3.699  0.687
O  1.626  1.014  0.778
C  2.819  1.626  1.164
C  3.131  2.773  0.205
C  3.418  4.072  0.504
C  3.602  4.890  -0.644
C  3.439  4.196  -1.801
S  3.074  2.550  -1.504
C  2.630  2.210  2.558
C  3.446  2.134  3.646
C  2.933  2.822  4.779
C  1.733  3.411  4.528
S  1.221  3.125  2.920
C  3.970  0.654  1.254
C  5.292  0.896  1.024
C  6.115  -0.225  1.313
C  5.396  -1.282  1.783
S  3.727  -0.929  1.867
H  3.510  4.434  1.517
H  3.842  5.941  -0.604
H  3.530  4.558  -2.811
H  4.387  1.606  3.638
H  3.439  2.877  5.731
H  1.125  3.990  5.203
H  5.657  1.839  0.642
H  7.187  -0.241  1.183
H  5.758  -2.255  2.069
C  -2.526  4.393  -5.570
C  -2.547  3.568  -4.323
C  -3.639  3.630  -3.452
C  -3.669  2.904  -2.285
C  -4.872  3.041  -1.390
C  -2.517  2.097  -1.958
C  -2.488  1.704  -0.626
O  -1.474  1.270  0.087
C  -1.473  1.916  -2.911
C  -0.471  0.833  -2.784
C  -1.500  2.692  -4.049
H  -3.367  5.079  -5.618
H  -2.555  3.744  -6.447
H  -1.598  4.963  -5.626
H  -4.473  4.274  -3.701
H  -5.611  3.677  -1.870
H  -4.629  3.496  -0.429
H  -5.340  2.075  -1.194
H  -3.397  1.854  -0.054
H  -0.997  -0.124  -2.708
H  0.185  0.852  -1.903
H  0.169  0.807  -3.665
H  -0.702  2.580  -4.773


(4)
A structure of composition C53H46N4P2PtSSi. Source: the OMol25 dataset; level of theory: the ωB97M-V functional and the def2-TZVPD basis.

The calculation puts the LUMO energy at -0.2760 Ha. The calculation puts the energy at -102192.35676 eV. As for the total charge: +2.

Positions of all 108 atoms, in Å:
Pt  0.768  -0.412  -0.014
C  3.219  2.253  0.283
Si  2.937  0.407  0.069
C  3.688  -0.477  1.567
C  5.057  -0.590  1.822
C  5.527  -1.167  2.992
C  4.634  -1.635  3.950
C  3.272  -1.532  3.725
C  2.806  -0.968  2.538
P  1.020  -0.794  2.238
C  0.462  0.405  3.475
C  0.550  1.753  3.133
C  0.238  2.732  4.064
C  -0.172  2.370  5.340
C  -0.253  1.029  5.688
C  0.070  0.047  4.763
C  0.263  -2.381  2.665
C  0.961  -3.562  2.413
C  0.352  -4.792  2.623
C  -0.956  -4.852  3.085
C  -1.659  -3.679  3.329
C  -1.056  -2.448  3.111
C  3.749  -0.080  -1.573
C  5.114  0.059  -1.840
C  5.649  -0.328  -3.058
C  4.829  -0.863  -4.047
C  3.471  -0.990  -3.818
C  2.938  -0.591  -2.593
P  1.157  -0.656  -2.268
C  0.610  -2.309  -2.765
C  1.382  -3.399  -2.358
C  0.943  -4.693  -2.600
C  -0.269  -4.908  -3.245
C  -1.040  -3.828  -3.652
C  -0.603  -2.530  -3.412
C  0.361  0.531  -3.382
C  -0.165  1.694  -2.822
C  -0.739  2.660  -3.636
C  -0.798  2.468  -5.009
C  -0.273  1.311  -5.572
C  0.308  0.347  -4.764
H  4.262  2.492  0.058
H  3.019  2.584  1.304
H  2.600  2.827  -0.411
H  5.776  -0.228  1.096
H  6.592  -1.252  3.162
H  5.000  -2.080  4.865
H  2.573  -1.901  4.468
H  0.871  2.021  2.131
H  0.326  3.779  3.804
H  -0.413  3.132  6.069
H  -0.553  0.745  6.689
H  0.027  -0.996  5.057
H  1.984  -3.518  2.058
H  0.903  -5.704  2.435
H  -1.427  -5.811  3.257
H  -2.678  -3.726  3.698
H  -1.607  -1.533  3.306
H  5.775  0.478  -1.090
H  6.710  -0.218  -3.240
H  5.251  -1.177  -4.993
H  2.835  -1.413  -4.587
H  2.328  -3.233  -1.855
H  1.551  -5.534  -2.292
H  -0.609  -5.918  -3.437
H  -1.981  -3.995  -4.161
H  -1.211  -1.691  -3.728
H  -0.107  1.830  -1.745
H  -1.131  3.574  -3.205
H  -1.243  3.222  -5.645
H  -0.313  1.164  -6.644
H  0.710  -0.554  -5.211
N  -3.433  2.842  -0.668
C  -2.683  3.910  -0.613
C  -2.753  5.171  -1.265
C  -1.739  6.027  -0.994
C  -0.626  5.728  -0.094
C  -0.530  4.556  0.553
C  -1.583  3.586  0.326
N  -1.713  2.407  0.819
C  -2.915  1.806  0.281
C  -2.418  -0.714  -0.113
C  -3.493  -1.332  0.769
S  -3.108  -3.104  -0.123
C  -1.451  -2.657  -0.277
N  -1.180  -1.396  -0.219
H  -4.308  2.752  -1.166
H  -3.557  5.421  -1.944
H  -1.738  6.998  -1.475
H  0.130  6.490  0.036
H  0.289  4.310  1.216
H  -3.558  -2.026  1.592
H  -0.666  -3.396  -0.401
C  -3.625  -0.449  -2.562
C  -3.488  -0.239  -1.084
C  -4.577  -0.545  -0.013
C  -4.685  0.440  1.140
C  -3.956  1.526  1.332
C  -4.056  2.447  2.515
N  -2.518  0.666  -0.521
H  -4.607  -0.126  -2.913
H  -3.515  -1.506  -2.807
H  -2.857  0.117  -3.089
H  -5.564  -0.947  -0.210
H  -5.457  0.189  1.862
H  -4.917  2.193  3.130
H  -4.165  3.487  2.195
H  -3.156  2.397  3.131